Entry 1:
Molecular formula: C13H17FN2OS
Method: DFT, ωB97M-V with the def2-TZVPD basis set

Its frontier orbital gap is 7.93 eV. The calculation puts the energy at -1187.89902 a.u.

Positions of all 35 atoms, in Å:
C: -2.698 -1.457 2.780
H: -3.087 -2.334 3.377
H: -2.849 -0.658 3.524
H: -3.514 -1.135 2.039
C: -1.391 -1.368 2.170
O: -0.269 -1.929 2.995
H: -0.008 -1.269 3.647
H: -1.522 -2.341 1.326
C: -1.011 -0.254 1.188
N: 0.394 -0.408 0.795
C: 1.034 0.591 0.773
N: 0.242 1.647 1.444
H: 0.741 2.570 2.174
C: -0.927 0.891 2.053
H: -1.838 1.724 1.891
H: -0.691 0.729 3.138
S: 2.749 1.055 0.604
C: 0.932 -1.491 -0.128
H: 0.428 -2.501 0.322
H: 1.988 -1.494 -0.242
C: 0.186 -1.284 -1.598
C: 0.767 -0.205 -2.317
C: 1.846 -0.111 -2.920
C: 2.411 1.079 -3.418
C: 1.283 2.434 -3.347
C: 0.270 2.252 -2.501
C: -0.021 1.190 -1.935
H: -1.191 0.942 -1.608
H: -0.136 3.145 -2.457
H: 1.963 3.263 -3.553
F: 3.360 1.233 -4.086
H: 2.430 -0.758 -3.003
H: 0.557 -2.263 -2.134
H: -0.802 -1.319 -1.438
H: -1.623 -0.166 0.444

***

Entry 2:
Molecular formula: C13H17N
Method: DFT, ωB97M-V with the def2-TZVPD basis set

Its frontier orbital gap is 9.30 eV. The calculation puts the energy at -560.22982 a.u. Its SMILES is C=C=C[C@H](C)N(C)Cc1ccccc1.

Positions of all 31 atoms, in Å:
C: -0.624 -3.839 2.652
C: -1.034 -2.604 2.263
C: -1.496 -1.441 1.917
C: -1.803 -1.034 0.499
C: -1.611 -2.161 -0.486
N: -1.038 0.165 0.097
C: -1.475 1.375 0.671
C: 0.418 -0.008 0.189
C: 1.181 1.013 -0.654
C: 0.729 1.293 -1.970
C: 1.428 2.156 -2.765
C: 2.609 2.790 -2.284
C: 3.065 2.476 -1.025
C: 2.309 1.627 -0.190
H: -1.410 -4.555 2.862
H: 0.454 -3.993 2.702
H: -1.631 -0.678 2.708
H: -2.856 -0.640 0.450
H: -0.549 -2.477 -0.471
H: -1.713 -1.771 -1.520
H: -2.280 -2.990 -0.269
H: -2.562 1.483 0.554
H: -0.984 2.231 0.193
H: -1.217 1.441 1.757
H: 0.746 0.060 1.262
H: 0.760 -0.992 -0.197
H: -0.196 0.885 -2.384
H: 1.083 2.378 -3.778
H: 3.154 3.440 -2.973
H: 3.958 2.971 -0.641
H: 2.585 1.401 0.831

***

Entry 3:
Molecular formula: C13H17N2
Method: DFT, ωB97M-V with the def2-TZVPD basis set

Its frontier orbital gap is 8.99 eV. The calculation puts the energy at -614.77128 a.u. As for the charge: +1. Its SMILES is N[C@@]1([NH+]2CCCC2)C=Cc2ccccc21.

Positions of all 32 atoms, in Å:
N: -2.324 -0.801 0.059
C: -0.941 -0.414 0.518
N: -0.446 0.463 -0.570
C: 0.958 1.044 -0.338
C: 1.269 1.937 -1.533
C: -0.185 2.361 -1.916
C: -1.217 1.622 -1.022
C: -1.068 0.232 1.846
C: -0.354 -0.453 2.797
C: 0.362 -1.566 2.180
C: 1.318 -2.420 2.655
C: 1.757 -3.446 1.825
C: 1.331 -3.561 0.518
C: 0.414 -2.609 0.067
C: 0.011 -1.577 0.842
H: -2.769 -0.775 0.953
H: -2.191 -1.876 -0.141
H: -0.157 -0.126 -1.365
H: 1.629 0.254 -0.151
H: 0.917 1.651 0.420
H: 1.765 1.454 -2.325
H: 1.895 2.796 -1.334
H: -0.323 3.516 -2.005
H: -0.294 2.059 -2.952
H: -1.427 2.267 -0.182
H: -2.246 1.509 -1.653
H: -1.588 1.200 2.065
H: -0.334 -0.279 3.891
H: 1.625 -2.349 3.767
H: 2.517 -4.030 2.210
H: 1.537 -4.443 -0.021
H: 0.104 -2.619 -1.010

***

Entry 4:
Molecular formula: C13H17N3O2S
Method: DFT, ωB97M-V with the def2-TZVPD basis set

Its frontier orbital gap is 8.32 eV. The calculation puts the energy at -1218.53215 a.u. Its SMILES is CCOc1ccc2nc(SCC(=O)N(C)C)[nH]c2c1.

Positions of all 36 atoms, in Å:
C: 7.296 0.352 0.405
C: 5.939 0.784 -0.127
O: 4.977 -0.124 0.372
C: 3.667 0.036 0.036
C: 3.181 1.065 -0.782
C: 1.838 1.176 -1.089
C: 0.966 0.236 -0.565
N: -0.397 0.105 -0.699
C: -0.710 -0.950 -0.002
S: -2.316 -1.590 0.200
C: -3.211 -0.581 -1.031
C: -4.402 0.150 -0.431
O: -5.530 -0.157 -0.768
N: -4.152 1.136 0.454
C: -2.853 1.559 0.915
C: -5.270 1.789 1.099
N: 0.360 -1.543 0.607
C: 1.463 -0.799 0.261
C: 2.801 -0.915 0.571
H: 8.067 1.027 0.044
H: 7.290 0.363 1.491
H: 7.520 -0.658 0.071
H: 5.708 1.804 0.212
H: 5.940 0.769 -1.225
H: 3.862 1.795 -1.190
H: 1.477 1.972 -1.720
H: -2.470 0.087 -1.469
H: -3.597 -1.269 -1.783
H: -2.597 1.069 1.860
H: -2.878 2.637 1.084
H: -2.073 1.347 0.188
H: -5.216 1.648 2.181
H: -6.189 1.347 0.719
H: -5.263 2.858 0.878
H: 0.330 -2.367 1.182
H: 3.190 -1.701 1.198

***

Entry 5:
Molecular formula: C13H17N3O4
Method: DFT, ωB97M-V with the def2-TZVPD basis set

Its frontier orbital gap is 10.25 eV. The calculation puts the energy at -970.88831 a.u. Its SMILES is C[C@@H](NC(N)=O)C(=O)NCC(=O)OCc1ccccc1.

Positions of all 37 atoms, in Å:
C: -3.811 1.628 0.592
C: -2.549 2.486 0.748
N: -2.812 3.631 1.589
C: -2.794 4.892 1.060
N: -2.755 5.890 1.998
O: -2.817 5.115 -0.132
C: -1.438 1.661 1.398
O: -1.096 1.833 2.551
N: -0.920 0.699 0.611
C: 0.193 -0.115 1.029
C: 1.110 -0.371 -0.154
O: 0.814 -0.092 -1.288
O: 2.243 -0.934 0.232
C: 3.198 -1.285 -0.788
C: 2.976 -2.699 -1.254
C: 2.077 -2.963 -2.280
C: 1.845 -4.266 -2.685
C: 2.509 -5.314 -2.068
C: 3.403 -5.056 -1.043
C: 3.633 -3.754 -0.635
H: -3.619 0.775 -0.054
H: -4.601 2.232 0.156
H: -4.138 1.269 1.565
H: -2.232 2.857 -0.234
H: -2.517 3.496 2.548
H: -2.969 5.692 2.959
H: -2.952 6.819 1.666
H: -1.114 0.684 -0.382
H: -0.148 -1.087 1.411
H: 0.731 0.391 1.836
H: 3.094 -0.581 -1.620
H: 4.174 -1.172 -0.314
H: 1.558 -2.145 -2.757
H: 1.147 -4.463 -3.484
H: 2.329 -6.330 -2.386
H: 3.921 -5.870 -0.559
H: 4.328 -3.553 0.168

***

Entry 6:
Molecular formula: C13H17NO4S
Method: DFT, ωB97M-V with the def2-TZVPD basis set

Its frontier orbital gap is 9.09 eV. The calculation puts the energy at -1259.48672 a.u. Its SMILES is CCOC(=O)CCSc1ccccc1OC(=O)NC.

Positions of all 36 atoms, in Å:
C: -3.674 -2.997 0.180
C: -4.338 -2.031 -0.807
O: -3.946 -0.661 -0.605
C: -2.791 -0.219 -1.258
O: -2.090 -0.864 -2.025
C: -2.352 1.183 -0.929
C: -0.938 1.197 -0.325
S: -0.888 0.215 1.242
C: 0.728 0.429 1.931
C: 0.722 0.726 3.325
C: 1.916 1.009 3.984
C: 3.134 0.977 3.305
C: 3.148 0.622 1.944
C: 1.956 0.351 1.245
O: 1.967 -0.157 -0.045
C: 2.719 0.451 -1.011
O: 3.568 1.311 -0.847
N: 2.478 0.088 -2.292
C: 3.173 0.658 -3.416
H: -3.774 -2.539 1.169
H: -2.611 -3.120 -0.034
H: -4.109 -3.990 0.212
H: -4.156 -2.405 -1.843
H: -5.427 -2.047 -0.638
H: -3.036 1.596 -0.188
H: -2.375 1.783 -1.849
H: -0.666 2.260 -0.139
H: -0.157 0.844 -1.006
H: -0.225 0.708 3.867
H: 1.874 1.288 5.036
H: 4.070 1.126 3.844
H: 4.093 0.507 1.442
H: 1.978 -0.797 -2.379
H: 3.073 1.760 -3.370
H: 2.737 0.291 -4.344
H: 4.216 0.447 -3.376

***

Entry 7:
Molecular formula: C13H18AgN3O4S2Sb
Method: DFT, ωB97M-V with the def2-TZVPD basis set

Its frontier orbital gap is 7.67 eV. The calculation puts the energy at -2155.07746 a.u. As for the charge: -1.

Positions of all 42 atoms, in Å:
Ag: -0.937 -0.421 -1.451
N: 0.477 5.286 -6.579
C: 0.441 3.947 -6.162
C: 1.414 3.045 -6.577
C: 1.355 1.714 -6.183
C: 0.321 1.272 -5.376
C: -0.664 2.168 -4.969
C: -0.605 3.490 -5.357
S: 0.241 -0.401 -4.809
O: -1.099 -0.862 -5.039
O: 1.350 -1.075 -5.449
N: 0.438 -0.288 -3.234
C: 1.686 -0.167 -2.688
S: 3.219 -0.133 -3.531
C: 4.021 0.126 -2.030
C: 3.115 0.127 -1.026
N: 1.803 -0.031 -1.388
H: 1.404 5.617 -6.794
H: 0.004 5.919 -5.954
H: 2.226 3.386 -7.209
H: 2.119 1.014 -6.494
H: -1.475 1.821 -4.339
H: -1.372 4.185 -5.031
H: 5.092 0.217 -1.964
H: 3.356 0.244 0.022
C: -2.583 3.161 0.813
Sb: -0.764 2.212 0.198
C: 0.467 3.364 1.545
C: -0.417 3.523 -1.469
H: -2.471 4.245 0.756
H: -2.808 2.877 1.842
H: -3.389 2.812 0.171
H: 0.173 4.413 1.494
H: 1.519 3.271 1.273
H: 0.338 3.001 2.565
H: -0.562 4.559 -1.157
H: -1.112 3.285 -2.274
H: 0.597 3.384 -1.842
O: -2.421 -1.458 0.015
C: -3.355 -0.632 -0.148
O: -3.319 0.381 -0.876
H: -4.290 -0.829 0.413

***

Entry 8:
Molecular formula: C13H18BrNO2
Method: DFT, ωB97M-V with the def2-TZVPD basis set

Its frontier orbital gap is 9.19 eV. The calculation puts the energy at -3285.09204 a.u. Its SMILES is CC(C)OCCCNC(=O)c1ccc(Br)cc1.

Positions of all 35 atoms, in Å:
C: -1.252 -2.627 1.328
C: -1.773 -2.222 -0.231
C: -3.102 -2.870 -0.510
O: -2.011 -0.713 0.142
C: -2.129 0.340 -0.986
C: -2.434 1.692 -0.711
C: -1.540 1.996 0.507
N: -0.250 1.473 0.742
C: 0.898 2.039 0.169
O: 0.745 3.309 -0.156
C: 2.264 1.559 0.012
C: 3.304 2.235 0.327
C: 4.521 1.563 0.076
C: 4.503 0.293 0.128
Br: 6.324 -0.860 -0.089
C: 3.463 -0.438 -0.130
C: 2.176 0.128 0.042
H: -1.913 -2.505 2.002
H: -0.930 -3.595 1.103
H: -0.344 -2.151 1.545
H: -1.040 -2.207 -0.839
H: -2.918 -3.967 -0.514
H: -3.867 -2.644 0.044
H: -3.441 -2.367 -1.613
H: -1.070 0.101 -1.505
H: -2.871 -0.317 -1.727
H: -2.034 2.045 -1.568
H: -3.367 1.826 -0.359
H: -1.463 3.213 0.636
H: -2.051 1.599 1.403
H: -0.051 0.489 0.914
H: 3.179 3.220 0.456
H: 5.513 2.301 0.246
H: 3.616 -1.594 -0.362
H: 1.345 -0.344 -0.524

***

Number 1: highest occupied orbital energy -7.514 eV, molar mass 268.36 g/mol. Number 2: highest occupied orbital energy -8.384 eV, molar mass 187.29 g/mol. Number 3: highest occupied orbital energy -12.221 eV, molar mass 201.29 g/mol. Number 4: highest occupied orbital energy -7.820 eV, molar mass 279.36 g/mol. Number 5: highest occupied orbital energy -9.558 eV, molar mass 279.30 g/mol. Number 6: highest occupied orbital energy -8.315 eV, molar mass 283.35 g/mol. Number 7: highest occupied orbital energy -5.044 eV, molar mass 574.07 g/mol. Number 8: highest occupied orbital energy -9.232 eV, molar mass 300.20 g/mol.